75
Properties=species:S:1:pos:R:3:mulliken_charge:R:1 method="wB97M-V/def2-TZVPD" largest_force_ev_per_a=1.962 e_above_lowest_kcal_mol=8.1 charge=-1 e_homo_ev=-4.96 energy_ha=-3041.04187 lumo_ev=2.2658
C 0.907 0.686 -4.321 -1.03
C 1.686 -0.575 -4.118 0.14
H 1.583 1.496 -4.624 0.36
H 0.372 0.982 -3.405 -0.11
H 0.161 0.566 -5.125 0.25
C 2.796 -0.874 -4.823 0.13
C 3.424 0.024 -5.831 -1.47
H 3.287 -1.841 -4.703 0.29
H 3.529 1.058 -5.471 0.34
H 2.873 0.052 -6.783 0.29
H 4.430 -0.353 -6.058 0.38
Ba -2.291 1.756 1.184 1.33
Cl -4.761 0.135 0.917 -0.81
Cl -1.380 1.969 -1.655 -0.68
C -2.492 -1.342 2.805 0.57
O -1.790 -0.376 3.162 -0.76
N -2.188 -2.630 3.013 0.18
C -0.988 -2.979 3.761 -0.86
C -2.896 -3.699 2.312 -0.84
H -3.441 -1.196 2.247 0.06
H -0.885 -2.309 4.619 0.31
H -0.083 -2.905 3.137 0.18
H -1.098 -4.014 4.097 0.35
H -3.903 -3.341 2.070 0.31
H -2.946 -4.581 2.961 0.33
H -2.388 -3.981 1.377 0.26
H -0.365 6.084 -0.686 0.32
H 0.251 3.505 -0.361 0.25
C 0.109 6.297 0.279 -0.93
C 0.905 3.962 0.405 -0.85
N 0.248 5.077 1.053 0.29
H -0.520 6.993 0.838 0.27
C -0.423 4.910 2.205 0.27
O -0.590 3.828 2.794 -0.70
H 1.175 3.207 1.153 0.31
H -0.858 5.851 2.599 0.15
H 1.096 6.737 0.103 0.33
H 1.805 4.343 -0.092 0.29
O 1.147 -0.750 -1.812 0.09
C 1.158 -1.505 -3.030 0.31
C 3.217 -2.862 -2.437 0.01
C 1.911 -2.828 -2.933 0.03
H 3.679 -1.926 -2.113 0.71
C 3.915 -4.076 -2.384 -1.02
H 0.103 -1.704 -3.290 0.25
C 1.305 -4.007 -3.391 -0.22
H 4.916 -4.087 -1.946 0.39
C 3.336 -5.233 -2.909 -0.40
C 2.024 -5.206 -3.398 -0.64
H 0.277 -3.954 -3.758 0.38
H 3.909 -6.163 -2.924 0.36
H 1.563 -6.115 -3.792 0.37
Si 1.064 -1.148 -0.173 -0.27
Cl -2.814 4.756 0.329 -0.69
C 2.784 -1.004 0.556 -1.13
C 0.352 -2.857 0.030 -0.63
C -0.001 0.138 0.547 -1.18
H 3.447 -1.837 0.280 0.32
H 2.698 -0.988 1.655 0.39
H 3.262 -0.065 0.238 0.31
H 0.331 1.125 0.195 -0.08
H -0.036 0.093 1.643 0.61
H -0.990 -0.070 0.104 0.44
H 0.761 -3.590 -0.678 0.26
H -0.734 -2.839 -0.121 0.15
H 0.548 -3.243 1.037 0.30
N -3.147 3.821 4.450 -0.01
C -3.996 4.024 5.487 -0.31
C -4.988 3.041 5.386 -0.77
C -4.666 2.300 4.220 -0.45
N -3.529 2.770 3.664 0.26
H -2.292 4.320 4.201 0.13
H -3.854 4.814 6.208 0.42
H -5.826 2.884 6.034 0.34
H -5.186 1.452 3.790 0.47

=====

75
Properties=species:S:1:pos:R:3:mulliken_charge:R:1 method="wB97M-V/def2-TZVPD" largest_force_ev_per_a=3.860 e_homo_ev=-7.44 energy_ha=-3459.92914 lumo_ev=0.3966
C -2.356 4.927 -4.116 -1.05
S -3.100 4.124 -2.759 0.51
O -2.113 3.209 -2.091 -0.68
C -3.180 5.630 -1.747 -1.08
H -1.828 4.166 -4.649 0.35
H -1.590 5.671 -3.874 0.31
H -3.180 5.400 -4.676 0.39
H -3.551 6.466 -2.269 0.45
H -2.134 5.771 -1.358 0.30
H -3.779 5.339 -0.847 0.31
C 6.559 0.757 0.768 -1.04
S 5.059 0.294 -0.092 0.35
O 4.076 -0.079 0.968 -0.49
C 4.564 1.809 -0.604 -0.14
H 7.307 1.145 0.085 0.41
H 7.023 -0.158 1.180 0.35
H 6.260 1.472 1.559 0.30
H 4.498 2.576 0.204 0.29
H 3.597 1.680 -1.117 -0.42
H 5.110 2.260 -1.401 0.47
C 3.810 -4.015 2.452 -1.06
S 2.291 -3.081 2.615 0.91
O 1.338 -3.978 3.373 -0.74
C 2.856 -1.912 3.841 -0.86
H 3.508 -4.882 1.885 0.36
H 4.157 -4.329 3.490 0.32
H 4.542 -3.429 1.899 0.29
H 3.282 -2.581 4.624 0.47
H 1.947 -1.359 4.162 0.18
H 3.534 -1.221 3.357 0.16
N -0.085 1.255 -1.179 0.63
C 1.218 1.272 -1.557 -1.23
C 1.715 -0.008 -1.473 -0.51
C 0.716 -0.862 -0.932 0.63
C -0.375 0.000 -0.734 -1.05
H -0.747 2.008 -1.257 0.01
H 1.721 2.133 -1.997 0.38
H 2.735 -0.322 -1.716 0.62
H 0.756 -1.925 -0.624 0.25
H -1.327 -0.248 -0.246 0.25
N -1.491 -3.622 1.853 0.05
C -0.968 -4.067 0.636 -0.81
C -1.678 -3.434 -0.383 -0.33
C -2.712 -2.696 0.245 0.31
C -2.603 -2.834 1.610 -1.01
H -1.185 -3.981 2.737 0.21
H -0.166 -4.784 0.637 0.46
H -1.432 -3.543 -1.438 0.33
H -3.498 -2.114 -0.198 0.37
H -3.140 -2.313 2.325 0.51
N 1.018 0.233 2.313 0.77
C 1.019 1.145 3.328 -0.60
C -0.140 0.940 4.061 -0.78
C -0.825 -0.155 3.476 -0.53
C -0.064 -0.617 2.419 -0.70
H 1.598 0.266 1.461 -0.02
H 1.846 1.787 3.576 0.40
H -0.328 1.499 4.948 0.41
H -1.681 -0.677 3.909 0.34
H -0.211 -1.494 1.784 0.71
N -5.507 -0.846 -0.921 0.03
C -4.687 -0.840 -2.055 -1.19
C -3.832 0.209 -1.918 0.44
C -4.164 0.956 -0.720 -0.25
C -5.182 0.246 -0.116 -0.95
H -6.147 -1.608 -0.684 0.22
H -4.771 -1.611 -2.804 0.38
H -3.094 0.462 -2.701 0.38
H -3.673 1.844 -0.291 0.47
H -5.756 0.464 0.778 0.39
C -0.145 -0.674 -4.142 0.88
Cl -1.284 -0.003 -5.315 -0.20
Cl -0.568 -2.310 -3.796 -0.17
H 0.863 -0.638 -4.590 0.33
H -0.246 -0.167 -3.170 -0.76

=====

71
Properties=species:S:1:pos:R:3:mulliken_charge:R:1 method="wB97M-V/def2-TZVPD" largest_force_ev_per_a=0.789 e_above_lowest_kcal_mol=6.6 charge=+2 e_homo_ev=-12.34 energy_ha=-1757.04883 lumo_ev=-6.6791
Hf 0.419 -0.007 0.062 0.84
N 0.727 0.434 -2.212 -0.65
C -0.247 -0.512 -2.841 -0.54
C -1.617 -0.383 -2.198 -0.63
N -1.552 -0.843 -0.773 -0.58
H 0.476 1.394 -2.451 0.33
H 1.651 0.285 -2.615 0.31
H 0.148 -1.522 -2.683 0.34
H -0.296 -0.366 -3.921 0.48
H -2.352 -0.964 -2.756 0.44
H -1.955 0.657 -2.192 0.35
H -1.507 -1.864 -0.736 0.33
H -2.420 -0.609 -0.294 0.29
C -0.261 5.846 1.885 -1.44
C 0.637 6.059 3.110 2.17
C 2.084 5.697 2.758 -1.80
C 0.623 7.564 3.411 -1.95
C 0.163 5.239 4.358 1.21
O 0.927 5.620 5.501 -0.66
C -1.345 5.291 4.674 -0.94
C -1.941 6.605 5.225 -0.97
C -2.879 7.317 4.277 0.17
C -2.800 8.692 4.092 -0.13
C -3.665 9.356 3.235 -0.89
C -4.631 8.631 2.560 0.31
Cl -5.714 9.441 1.475 -0.20
C -4.754 7.262 2.748 -0.96
C -3.879 6.617 3.604 -0.06
C 0.604 3.752 4.321 -2.32
N 0.108 2.937 3.196 0.95
C 0.797 2.398 2.214 0.18
N -0.033 1.770 1.358 -0.59
C -1.259 1.951 1.960 -0.23
N -1.204 2.631 3.062 -0.69
H 0.167 6.378 1.034 0.55
H -1.263 6.244 2.046 0.27
H -0.364 4.800 1.586 -0.04
H 2.470 6.408 2.029 0.52
H 2.183 4.710 2.300 0.15
H 2.732 5.736 3.633 0.37
H 1.030 8.098 2.552 0.52
H 1.247 7.820 4.266 0.41
H -0.382 7.943 3.567 0.35
H 0.570 6.434 5.870 0.56
H -1.533 4.503 5.405 0.44
H -1.901 4.995 3.787 0.60
H -1.171 7.314 5.536 0.48
H -2.484 6.364 6.141 0.36
H -2.053 9.266 4.627 0.42
H -3.593 10.424 3.093 0.43
H -5.537 6.719 2.238 0.42
H -3.999 5.552 3.764 0.45
H 0.253 3.254 5.223 0.57
H 1.688 3.678 4.281 0.39
H 1.869 2.465 2.129 0.47
H -2.192 1.583 1.563 0.37
C 3.525 0.040 0.911 -1.31
C 2.920 -1.366 0.832 1.41
C 3.649 -2.332 1.762 -1.89
C 3.051 -1.885 -0.603 -1.22
C 1.432 -1.218 1.211 -0.42
H 4.558 0.084 0.561 0.52
H 3.474 0.444 1.922 0.31
H 2.985 0.762 0.246 0.27
H 4.698 -2.423 1.478 0.44
H 3.199 -3.323 1.722 0.44
H 3.607 -1.989 2.797 0.44
H 4.093 -1.972 -0.916 0.51
H 2.592 -1.202 -1.341 0.11
H 2.566 -2.853 -0.722 0.32
H 1.136 -1.630 2.179 0.52

=====

71
Properties=species:S:1:pos:R:3:mulliken_charge:R:1 method="wB97M-V/def2-TZVPD" largest_force_ev_per_a=5.270 e_above_lowest_kcal_mol=45.5 spin_multiplicity=5 charge=-2 e_homo_ev="3.03 / -0.50" energy_ha=-1804.31526 lumo_ev="4.3875 / 4.3217"
Ru -1.063 -0.101 0.681 0.23
Cl -0.893 1.443 -1.079 -0.86
C -3.244 -1.377 3.569 -0.84
C -2.677 -0.512 1.601 -1.54
N -2.771 -0.252 2.945 0.16
H -4.027 -3.265 2.718 0.61
N -3.295 -1.728 1.399 0.39
H -3.285 -1.428 4.652 0.67
C -1.958 0.801 3.600 5.57
C -2.772 1.426 4.711 -3.74
C -0.672 0.142 4.088 -2.44
H -3.047 0.706 5.485 0.57
H -2.131 2.204 5.134 0.37
H -3.667 1.908 4.298 0.53
H -0.852 2.543 3.074 0.43
H -2.519 2.520 2.411 0.39
H -0.092 -0.240 3.226 0.16
C -1.628 1.908 2.609 -1.86
H -0.926 -0.699 4.746 0.39
H -0.091 0.895 4.642 0.39
H -1.211 1.592 1.612 -0.10
C -3.577 -2.292 2.623 -1.19
C -2.110 -3.574 0.366 -2.18
H -2.535 -4.474 0.814 0.37
H -1.675 -3.836 -0.608 0.35
C -3.162 -2.504 0.139 4.72
H -2.583 -2.062 -1.846 0.51
C -4.516 -3.089 -0.251 -3.14
H -5.225 -2.292 -0.504 0.40
H -1.291 -3.206 0.985 0.15
H -1.647 -1.138 -0.707 0.38
H -4.973 -3.750 0.497 0.51
H -4.357 -3.683 -1.159 0.42
C -2.697 -1.518 -0.907 -2.01
H -3.410 -0.699 -1.007 0.33
C 3.640 2.516 -2.846 -0.52
N 3.374 1.903 -1.628 0.68
H 3.314 1.684 -4.873 0.36
N 2.924 0.452 -3.121 0.75
H 3.875 3.571 -2.925 0.39
C 3.042 2.544 -0.332 1.84
C 4.308 3.145 0.240 -1.86
C 1.953 3.594 -0.487 -1.39
H 4.717 3.910 -0.438 0.34
H 4.031 3.602 1.205 0.41
H 5.038 2.341 0.407 0.42
H 2.360 1.899 1.565 0.56
H 3.140 0.586 0.619 0.40
H 0.977 3.120 -0.668 0.07
C 2.487 1.457 0.567 -1.71
H 2.157 4.334 -1.269 0.35
H 1.903 4.116 0.477 0.39
H 1.498 1.140 0.195 0.02
C 3.354 1.589 -3.799 -0.52
C 0.675 -0.037 -4.071 -1.37
H 0.759 0.660 -4.912 0.35
H 0.103 -0.908 -4.409 0.42
C 2.012 -0.611 -3.612 1.79
H 1.049 -2.295 -2.776 0.55
C 2.687 -1.368 -4.736 -1.92
H 3.626 -1.807 -4.371 0.41
H 0.123 0.429 -3.241 0.07
H 1.153 -0.931 -1.645 -0.13
H 2.866 -0.714 -5.604 0.37
H 1.996 -2.176 -5.017 0.41
C 1.713 -1.500 -2.411 -1.49
H 2.624 -1.916 -1.968 0.42
C 3.212 0.599 -1.831 -1.18
O 2.429 -2.101 0.846 -0.75
C 1.310 -1.746 1.029 0.95
N 0.154 -1.452 1.281 -0.98

=====

73
Properties=species:S:1:pos:R:3:mulliken_charge:R:1 method="wB97M-V/def2-TZVPD" largest_force_ev_per_a=4.394 charge=+1 e_homo_ev=-10.55 energy_ha=-1689.34680 lumo_ev=-5.0481
C 0.676 0.796 3.441 -0.97
C 1.296 -0.482 2.706 -0.07
C 2.404 -1.397 3.280 -0.75
C 2.917 -2.616 2.482 -0.66
C 2.352 -3.040 1.069 0.39
C 3.010 -4.317 0.414 0.41
C 4.622 -4.034 0.358 -1.09
C 2.571 -4.727 -1.055 -1.14
C 1.228 -2.140 0.523 0.28
O 0.640 -2.421 -0.748 -0.57
C -0.747 -2.804 -0.655 -1.01
C -1.787 -1.642 -1.076 1.30
C -0.984 -0.703 -2.100 0.53
C -1.889 0.484 -2.749 -0.96
F -0.573 -1.516 -3.238 -0.39
N -3.007 -2.174 -1.802 -0.24
C -4.225 -1.476 -1.460 -0.03
N -5.465 -1.539 -1.990 -0.31
N -3.950 -0.524 -0.372 -0.41
C -2.589 -0.944 0.144 -0.72
C -2.990 -1.839 1.409 0.25
F -3.558 -3.102 1.081 -0.27
F -4.001 -1.121 2.134 -0.28
F -1.948 -2.085 2.323 -0.17
C 0.730 -0.893 1.298 1.19
H 0.345 1.546 2.638 0.05
H -0.278 0.430 3.984 0.30
H 1.393 1.242 4.208 0.37
H 2.822 -1.136 4.320 0.30
H 3.747 -3.247 2.957 0.22
H 2.898 -5.221 1.117 0.30
H 5.134 -4.765 -0.373 0.36
H 5.100 -4.017 1.391 0.30
H 4.786 -2.984 -0.104 0.27
H 1.550 -5.271 -1.022 0.22
H 2.547 -3.847 -1.778 0.23
H 3.337 -5.482 -1.465 0.43
H -0.909 -3.667 -1.412 0.37
H -0.927 -3.256 0.377 0.29
H -0.091 -0.150 -1.621 0.18
H -1.255 1.080 -3.508 0.40
H -2.814 0.077 -3.290 0.22
H -2.242 1.185 -1.915 0.07
H -2.867 -2.416 -2.795 0.49
H -6.151 -2.289 -1.849 0.27
H -5.776 -0.708 -2.532 0.27
H -3.820 0.470 -0.639 0.44
H -2.196 0.041 0.560 0.86
H -0.088 -0.193 0.885 -0.59
C 3.462 3.718 -0.134 -1.56
C 2.703 2.724 0.730 0.31
C 3.331 1.342 0.672 -0.83
O 1.347 2.642 0.284 -0.23
H 3.455 3.408 -1.184 0.34
H 2.990 4.703 -0.092 0.34
H 4.500 3.813 0.194 0.43
H 2.684 3.077 1.765 0.29
H 3.318 0.949 -0.351 0.30
H 2.766 0.640 1.287 -0.02
H 4.366 1.362 1.023 0.45
H 1.353 2.329 -0.631 0.19
C -3.229 5.424 -0.935 -1.51
C -2.227 4.309 -0.685 0.87
C -1.175 4.725 0.331 -1.02
O -1.588 3.960 -1.915 -0.56
H -2.732 6.312 -1.338 0.36
H -3.972 5.115 -1.675 0.37
H -3.748 5.702 -0.014 0.37
H -2.751 3.416 -0.327 0.02
H -0.606 5.590 -0.027 0.35
H -0.455 3.918 0.491 0.07
H -1.633 4.982 1.290 0.37
H -1.122 4.742 -2.240 0.35

=====

73
Properties=species:S:1:pos:R:3:mulliken_charge:R:1 method="wB97M-V/def2-TZVPD" largest_force_ev_per_a=0.238 e_above_lowest_kcal_mol=0.0 spin_multiplicity=2 charge=-1 e_homo_ev="-2.19 / -4.91" energy_ha=-3205.41777 lumo_ev="2.5068 / 2.5045"
Ti -0.248 -0.726 0.096 0.44
C 4.136 4.780 -0.142 -1.07
Si 2.650 4.472 -1.246 0.13
C 3.044 5.275 -2.908 -1.23
C 1.101 5.300 -0.608 -0.91
C 2.346 2.646 -1.599 0.63
C 2.501 2.158 -2.879 0.05
C 2.168 0.838 -3.188 -1.43
C 1.580 0.093 -2.201 -0.40
N 1.383 0.528 -0.940 1.43
C 1.852 1.757 -0.598 -0.73
S 1.870 2.263 1.054 -0.44
H 4.335 5.853 -0.070 0.32
H 5.026 4.298 -0.554 0.33
H 3.964 4.383 0.858 0.30
H 3.195 6.348 -2.760 0.31
H 2.219 5.151 -3.613 0.31
H 3.953 4.876 -3.365 0.34
H 1.228 6.387 -0.618 0.44
H 0.864 4.984 0.407 0.27
H 0.257 5.044 -1.255 0.28
H 2.873 2.808 -3.663 0.33
H 2.296 0.428 -4.180 0.44
H 1.205 -0.900 -2.396 0.02
O 1.082 -0.475 1.839 -0.14
C 0.359 -0.541 3.070 -0.53
C -0.659 -1.622 2.927 0.25
C -1.072 -2.402 3.967 -0.75
C -2.121 -3.328 3.797 -0.75
C -2.727 -3.356 2.523 -0.79
C -2.257 -2.574 1.510 -0.58
N -1.170 -1.725 1.640 0.34
H 1.444 0.462 1.711 -0.33
H -0.125 0.431 3.234 0.29
H 1.038 -0.739 3.903 0.40
H -0.589 -2.279 4.930 0.40
H -2.466 -3.952 4.609 0.38
H -3.579 -3.997 2.328 0.40
H -2.718 -2.576 0.534 0.55
N -1.559 1.076 -2.665 0.00
C -1.407 2.283 -2.069 0.22
O -1.290 3.320 -2.715 -0.75
C -1.433 2.297 -0.554 0.44
C -1.562 0.976 0.202 -1.15
H -1.426 1.050 -3.662 0.31
H -1.447 0.220 -2.122 -0.40
H -2.245 2.991 -0.303 0.56
H -0.521 2.818 -0.253 -0.52
H -2.564 0.549 0.061 0.39
H -1.494 1.209 1.275 0.42
C 3.687 -1.416 0.285 -0.71
S 2.310 -2.555 0.061 0.20
C 2.841 -3.274 -1.503 -0.73
H 4.619 -1.966 0.414 0.50
H 3.479 -0.825 1.174 0.19
H 3.763 -0.743 -0.569 0.08
H 2.926 -2.504 -2.272 0.05
H 2.096 -4.005 -1.811 0.32
H 3.802 -3.776 -1.385 0.42
C -1.080 -4.034 -1.585 -1.35
C -1.299 -2.631 -2.166 1.08
C -2.792 -2.437 -2.471 -1.62
C -0.516 -2.517 -3.482 -1.69
N -0.861 -1.631 -1.228 0.57
H -1.377 -4.807 -2.301 0.42
H -1.654 -4.165 -0.668 0.27
H -0.027 -4.173 -1.334 0.17
H -3.151 -3.192 -3.177 0.44
H -2.969 -1.448 -2.899 0.31
H -3.378 -2.512 -1.555 0.32
H -0.892 -3.230 -4.221 0.51
H 0.543 -2.727 -3.318 0.23
H -0.606 -1.510 -3.897 0.19